--- w ---
Molecular formula: C5H4O2
Method: DFT, ωB97M-V/def2-TZVPD

Properties
* SMILES: CC1=C(C=C=O)O1
* LUMO: 0.487 eV
* gap between HOMO and LUMO: 7.9 eV

Each line ends with the Löwdin charge.
Cartesian coordinates (Å):
1 C 0.802 0.579 1.967  -0.0100
2 C 0.528 0.015 0.666  -0.3023
3 C -0.029 -0.081 -0.453  -0.0917
4 C -0.741 0.047 -1.699  -0.0192
5 C -1.181 -0.957 -2.424  -0.1370
6 O -1.575 -1.704 -3.213  0.2142
7 O 0.954 -1.162 0.035  -0.0187
8 H 1.494 1.464 2.042  0.1066
9 H -0.253 0.937 2.280  0.1253
10 H 1.116 -0.129 2.622  0.0416
11 H -1.115 0.989 -1.823  0.0913


--- x ---
Molecular formula: C5H4O2
Method: DFT, ωB97M-V/def2-TZVPD

Properties
* SMILES: O=C1C=CCC1=O
* LUMO: -0.626 eV
* gap between HOMO and LUMO: 8.8 eV

Each line ends with the Löwdin charge.
Cartesian coordinates (Å):
1 O 2.057 1.460 0.522  0.1272
2 C 1.116 0.724 0.350  -0.3241
3 C 1.061 -0.756 0.350  0.0011
4 C -0.138 -1.158 -0.092  -0.0476
5 C -1.146 -0.059 -0.248  -0.0959
6 C -0.295 1.189 -0.100  -0.3043
7 O -0.611 2.326 -0.333  0.1442
8 H 1.923 -1.379 0.563  0.1188
9 H -0.347 -2.186 -0.387  0.1166
10 H -1.885 -0.084 0.560  0.1348
11 H -1.706 -0.076 -1.187  0.1292


--- y ---
Molecular formula: C5H4O2
Method: DFT, ωB97M-V/def2-TZVPD

Properties
* SMILES: O=c1cccco1
* LUMO: -0.391 eV
* gap between HOMO and LUMO: 9.0 eV

Each line ends with the Löwdin charge.
Cartesian coordinates (Å):
1 O -1.986 0.033 1.734  0.1286
2 C -0.996 0.008 1.054  -0.4479
3 C -0.604 -1.087 0.183  -0.0275
4 C 0.318 -0.964 -0.812  -0.0714
5 C 1.139 0.240 -0.797  -0.0743
6 C 0.844 1.193 0.101  -0.0961
7 O -0.201 1.134 0.964  0.0774
8 H -1.226 -1.978 0.220  0.1252
9 H -0.640 -1.119 -1.396  0.1531
10 H 1.981 0.405 -1.464  0.1017
11 H 1.372 2.135 0.212  0.1312


x ends up most stable, edging out the next structure by 201.2 kJ/mol.


--- w ---
Molecular formula: C10H13O2
Method: DFT, ωB97M-V/def2-TZVPD

Properties
* total charge: -1
* LUMO: 2.991 eV
* gap between HOMO and LUMO: 6.6 eV

Each line ends with the Löwdin charge.
Cartesian coordinates (Å):
1 C -0.867 -2.486 -0.865  -0.1728
2 C -1.286 -1.959 0.502  -0.1676
3 C -2.171 -3.301 -1.568  -0.7296
4 O -3.119 -3.480 -0.784  -0.0883
5 O -1.989 -3.422 -2.785  -0.0961
6 H -0.435 -1.715 -1.493  0.0543
7 H -0.136 -3.291 -0.654  0.0803
8 H -0.834 -0.944 0.715  0.0410
9 H -1.008 -2.402 1.445  0.0478
10 H -2.320 -1.595 0.476  0.0613
11 C -0.173 2.370 -1.419  -0.0492
12 C 1.254 0.675 -0.319  -0.0489
13 C 0.486 1.829 -0.157  -0.2836
14 C 2.111 0.316 0.743  -0.0807
15 C 2.175 1.058 1.907  -0.1098
16 C 0.474 2.491 1.056  -0.0793
17 C 1.336 2.159 2.064  -0.1087
18 H 1.014 0.098 -1.207  0.1060
19 H 2.656 -0.619 0.716  0.0989
20 H 0.539 2.506 -2.226  0.0727
21 H -0.762 3.277 -1.337  0.0672
22 H 2.859 0.892 2.733  0.0943
23 H -0.291 3.244 1.232  0.1085
24 H 1.315 2.754 2.968  0.0958
25 H -0.830 1.545 -1.743  0.0866


--- x ---
Molecular formula: C10H13O2
Method: DFT, ωB97M-V/def2-TZVPD

Properties
* total charge: -1
* LUMO: 3.140 eV
* gap between HOMO and LUMO: 6.9 eV

Each line ends with the Löwdin charge.
Cartesian coordinates (Å):
1 C -2.607 -1.211 0.013  -0.2003
2 C -3.340 -1.880 -1.140  -0.1372
3 C -3.393 -0.018 0.525  -0.7531
4 O -4.603 0.196 0.251  -0.0913
5 O -2.658 0.832 1.128  -0.1294
6 H -2.700 -1.836 0.918  0.1064
7 H -1.537 -1.053 -0.040  0.0656
8 H -2.719 -2.524 -1.782  0.0529
9 H -3.952 -1.217 -1.753  0.0594
10 H -4.136 -2.547 -0.778  0.0621
11 C 1.966 1.670 -1.818  -0.0550
12 C 0.903 0.549 0.170  -0.0389
13 C 1.967 1.284 -0.347  -0.2754
14 C 1.125 -0.207 1.322  -0.0836
15 C 2.414 -0.365 1.844  -0.1088
16 C 3.166 1.396 0.369  -0.0703
17 C 3.447 0.417 1.325  -0.1069
18 H -0.147 0.586 -0.108  0.1009
19 H 0.268 -0.598 1.860  0.1052
20 H 1.758 0.753 -2.364  0.0791
21 H 2.895 2.141 -2.126  0.0638
22 H 2.446 -1.177 2.557  0.0898
23 H 3.899 2.173 0.203  0.0996
24 H 4.401 0.289 1.825  0.0891
25 H 1.137 2.345 -2.057  0.0765


--- y ---
Molecular formula: C10H13O2
Method: DFT, ωB97M-V/def2-TZVPD

Properties
* total charge: -1
* LUMO: 3.405 eV
* gap between HOMO and LUMO: 7.2 eV

Each line ends with the Löwdin charge.
Cartesian coordinates (Å):
1 C -1.943 -0.727 1.007  -0.1937
2 C -2.928 -1.863 0.793  -0.1457
3 C -1.210 -0.877 2.384  -0.7494
4 O -1.701 -1.651 3.239  -0.0988
5 O -0.156 -0.194 2.514  -0.1186
6 H -1.087 -0.684 0.340  0.0749
7 H -2.434 0.247 1.043  0.0952
8 H -2.378 -2.797 0.604  0.0670
9 H -3.679 -1.668 0.023  0.0475
10 H -3.423 -2.157 1.717  0.0528
11 C 2.909 1.480 0.599  -0.0505
12 C -0.125 1.524 -1.733  -0.0838
13 C -0.001 0.255 -2.392  -0.1043
14 C 0.869 1.841 -0.850  -0.0753
15 C 1.923 1.007 -0.433  -0.2739
16 C 0.994 -0.583 -1.977  -0.1133
17 C 2.022 -0.203 -1.071  -0.0478
18 H -0.994 2.160 -1.701  0.0959
19 H -0.829 -0.062 -3.012  0.0899
20 H 0.751 2.788 -0.332  0.1045
21 H 1.247 -1.486 -2.527  0.0926
22 H 3.092 0.707 1.350  0.0824
23 H 2.508 2.318 1.164  0.0738
24 H 2.692 -1.032 -0.880  0.1059
25 H 3.880 1.655 0.132  0.0731


--- z ---
Molecular formula: C10H13O2
Method: DFT, ωB97M-V/def2-TZVPD

Properties
* total charge: -1
* LUMO: 3.127 eV
* gap between HOMO and LUMO: 6.6 eV

Each line ends with the Löwdin charge.
Cartesian coordinates (Å):
1 C -1.225 -0.113 -1.694  -0.0530
2 C 0.023 2.758 0.365  -0.0315
3 C -1.205 3.100 1.035  -0.1102
4 C -0.032 1.715 -0.628  -0.0006
5 C -1.315 1.161 -0.889  -0.2826
6 C -2.436 2.648 0.596  -0.1214
7 C -2.470 1.551 -0.272  -0.0873
8 H 0.930 3.049 0.731  0.0581
9 H -1.101 3.595 1.984  0.0802
10 H 0.837 1.309 -0.885  0.0612
11 H -3.487 3.002 0.814  0.1114
12 H -1.460 -0.945 -1.004  0.0924
13 H -0.218 -0.276 -2.260  0.1283
14 H -3.507 1.219 -0.515  0.1193
15 H -2.001 -0.133 -2.375  0.0308
16 C 1.687 -2.947 0.513  -0.1877
17 C 1.710 -1.814 1.530  -0.1389
18 C 2.310 -2.429 -0.838  -0.7732
19 O 3.214 -1.560 -0.925  -0.1094
20 O 1.902 -2.971 -1.881  -0.1212
21 H 2.054 -3.906 0.763  0.0613
22 H 0.601 -3.431 0.301  0.1276
23 H 1.824 -0.801 1.204  0.0470
24 H 2.550 -1.937 2.226  0.0637
25 H 0.815 -1.842 2.105  0.0359


y ends up most stable, edging out the next structure by 43.7 kJ/mol.


--- w ---
Molecular formula: C2H4INS
Method: DFT, ωB97M-V/def2-TZVPD

Properties
* LUMO (alpha / beta): -2.591 / -3.236 eV
* gap between HOMO and LUMO (alpha / beta): 6.9 / 6.6 eV

Each line ends with the Löwdin charge.
Cartesian coordinates (Å):
1 C 0.687 -0.119 -0.112  -1.0068
2 C -0.302 -0.197 0.967  -0.1327
3 N 1.006 0.988 -0.590  0.1047
4 S 1.175 -1.593 -0.836  0.7685
5 I -2.774 0.766 -1.971  0.0602
6 H -1.207 -0.799 0.907  0.0815
7 H -0.475 0.672 1.413  0.0336
8 H 0.371 -0.744 1.629  0.0795
9 H 1.519 1.026 -1.407  0.0114


--- x ---
Molecular formula: C2H4INS
Method: DFT, ωB97M-V/def2-TZVPD

Properties
* LUMO: -1.139 eV
* gap between HOMO and LUMO: 7.5 eV

Each line ends with the Löwdin charge.
Cartesian coordinates (Å):
1 C -0.443 0.560 0.598  -0.5267
2 C -1.362 0.225 -0.474  -0.8413
3 N 2.527 -0.903 0.255  -0.6692
4 S -1.981 -1.240 -0.709  0.6810
5 I 1.706 0.719 -0.139  1.3114
6 H -0.558 1.450 1.122  0.0124
7 H -0.418 -0.440 1.141  0.0634
8 H -1.878 1.037 -1.141  0.0797
9 H 2.408 -1.410 -0.653  -0.1108


w ends up most stable, edging out the next structure by 171.8 kJ/mol.


--- w ---
Molecular formula: C6H9N2
Method: DFT, ωB97M-V/def2-TZVPD

Properties
* SMILES: N[C@H]1C=CC=CC1=[NH2+]
* total charge: +1
* LUMO: -5.293 eV
* gap between HOMO and LUMO: 8.4 eV

Each line ends with the Löwdin charge.
Cartesian coordinates (Å):
1 N 1.700 -1.127 0.196  0.0626
2 C 0.409 -0.622 -0.274  -0.2986
3 C -0.855 -1.298 -0.134  -0.0319
4 C -2.019 -0.682 0.045  -0.0569
5 C -2.083 0.732 0.049  0.0311
6 C -0.929 1.484 0.040  -0.0137
7 C 0.353 0.949 -0.120  -0.1789
8 N 1.457 1.650 -0.035  0.2150
9 H 1.961 -0.681 1.029  0.0577
10 H 1.731 -2.183 0.180  0.1334
11 H 0.420 -0.858 -1.429  0.2267
12 H -0.623 -2.413 -0.134  0.1648
13 H -2.846 -1.314 0.013  0.1050
14 H -3.054 1.303 0.252  0.1640
15 H -1.002 2.512 0.250  0.1101
16 H 1.332 2.584 0.259  0.1228
17 H 2.362 1.073 0.176  0.1866


--- x ---
Molecular formula: C6H9N2
Method: DFT, ωB97M-V/def2-TZVPD

Properties
* SMILES: CC=C=[N+]=C/C=N/C
* total charge: +1
* LUMO (alpha / beta): -6.112 / -6.111 eV
* gap between HOMO and LUMO (alpha / beta): 7.6 / 7.6 eV

Each line ends with the Löwdin charge.
Cartesian coordinates (Å):
1 C -3.359 -1.101 0.046  -0.0542
2 C -2.823 0.230 -0.106  -0.0383
3 C -1.548 0.685 -0.027  0.0851
4 N -0.398 0.980 -0.004  0.1791
5 C 0.693 1.574 0.112  -0.0201
6 C 1.937 0.959 0.077  -0.1114
7 N 1.991 -0.355 -0.010  0.0346
8 C 3.309 -0.862 -0.008  -0.1088
9 H -4.358 -1.006 -0.437  0.1098
10 H -3.500 -1.260 1.090  0.0949
11 H -2.861 -1.937 -0.497  0.1191
12 H -3.496 1.030 -0.207  0.1194
13 H 0.593 2.566 -0.276  0.1571
14 H 2.978 1.405 0.194  0.1468
15 H 3.532 -1.315 0.961  0.1103
16 H 3.978 -0.013 -0.069  0.0677
17 H 3.334 -1.581 -0.838  0.1088


--- y ---
Molecular formula: C6H9N2
Method: DFT, ωB97M-V/def2-TZVPD

Properties
* total charge: +1
* LUMO: -3.292 eV
* gap between HOMO and LUMO: 10.5 eV

Each line ends with the Löwdin charge.
Cartesian coordinates (Å):
1 C -2.938 -0.562 0.460  -0.0448
2 C -1.673 -1.079 0.415  -0.0548
3 C -1.663 0.933 -0.487  -0.0633
4 C 3.374 0.776 0.672  0.0954
5 C 2.488 0.154 -0.033  -0.0745
6 C 1.641 -0.657 -0.553  -0.0750
7 N -2.895 0.676 -0.077  0.0994
8 N -0.929 -0.150 -0.214  0.0559
9 H -3.826 -0.900 0.826  0.1044
10 H -1.491 -2.066 0.818  0.1372
11 H -1.421 1.781 -0.944  0.1127
12 H 3.036 1.588 1.356  0.1127
13 H 4.374 0.629 0.466  0.0659
14 H 0.344 -0.220 -0.328  0.1174
15 H 1.452 -0.795 -1.652  0.1476
16 H 1.611 -1.548 -0.089  0.0697
17 H -3.629 1.388 -0.084  0.1940


--- z ---
Molecular formula: C6H9N2
Method: DFT, ωB97M-V/def2-TZVPD

Properties
* SMILES: C=CCn1cc[nH+]c1
* total charge: +1
* LUMO: -3.950 eV
* gap between HOMO and LUMO: 8.1 eV

Each line ends with the Löwdin charge.
Cartesian coordinates (Å):
1 C -2.104 0.688 1.576  0.0279
2 C -0.740 0.530 1.661  -0.1310
3 C -0.034 -0.740 1.182  -0.1077
4 N 0.505 -0.413 -0.164  -0.0590
5 C 1.822 -0.257 -0.515  0.0253
6 C 1.761 0.062 -1.834  -0.0255
7 N 0.456 0.104 -2.207  0.1243
8 C -0.327 -0.199 -1.162  -0.0187
9 H -2.474 1.396 0.830  0.0698
10 H -2.803 0.138 2.207  0.0783
11 H -0.084 1.314 2.049  0.1132
12 H 0.814 -1.013 1.818  0.1255
13 H -0.702 -1.601 1.135  0.1360
14 H 2.660 -0.374 0.149  0.1463
15 H 2.588 0.276 -2.493  0.1415
16 H 0.064 0.324 -3.112  0.1850
17 H -1.402 -0.235 -1.120  0.1686


w ends up most stable, edging out the next structure by 114.8 kJ/mol.